# 1
Density functional theory data (ωB97M-V with the def2-TZVPD basis set) for a cluster of 2 separate species, C9H14O2 in total at a distorted geometry.

Geometry (Å):
C -0.846 1.331 2.512
C 0.135 0.304 1.974
C 0.888 0.565 0.825
C 1.838 -0.340 0.394
C 1.952 -1.564 1.060
O 2.787 -2.543 0.579
C 1.192 -1.849 2.171
C 0.208 -0.917 2.577
H -0.598 1.596 3.541
H -1.860 0.926 2.496
H -0.888 2.275 1.969
H 0.573 1.441 0.272
H 2.346 -0.112 -0.535
H 2.739 -2.623 -0.360
H 1.132 -2.883 2.482
H -0.457 -1.132 3.405
C -0.642 1.311 -2.649
C -1.263 -0.011 -3.143
O -2.487 -0.298 -2.529
H -1.381 2.115 -2.601
H 0.186 1.634 -3.272
H -0.374 1.158 -1.600
H -1.399 0.088 -4.232
H -0.627 -0.855 -2.908
H -3.152 0.384 -2.429

Values from the calculation:
SMILES string: Cc1ccc(O)cc1.CCO
Multiplicity: 1
Energy relative to the best compared isomer or geometry (same formula, charge and spin): 137.73 kJ/mol

# 2
Density functional theory data (ωB97M-V with the def2-TZVPD basis set) for a cluster of 2 separate species, C9H14O3 in total at a distorted geometry.

Geometry (Å):
O 0.388 -0.192 -1.796
C 0.510 0.463 -0.597
C 1.676 1.200 -0.390
C 1.855 1.887 0.808
C 0.878 1.844 1.804
C -0.285 1.106 1.591
C -0.472 0.415 0.394
H -0.478 -0.668 -1.804
H 2.436 1.225 -1.183
H 2.775 2.465 0.965
H 1.024 2.387 2.747
H -1.062 1.063 2.366
H -1.389 -0.166 0.228
C -0.567 -4.191 -0.579
O -1.632 -4.792 -1.300
C -1.937 -4.090 -2.472
O -2.453 -2.807 -2.251
C -3.724 -2.846 -1.619
H -0.349 -4.836 0.289
H -0.830 -3.185 -0.212
H 0.343 -4.114 -1.198
H -1.040 -3.953 -3.107
H -2.652 -4.723 -3.032
H -4.449 -3.427 -2.213
H -3.672 -3.278 -0.606
H -4.086 -1.807 -1.540

Values from the calculation:
SMILES string: Oc1ccccc1.COCOC
Multiplicity: 1
Energy relative to the best compared isomer or geometry (same formula, charge and spin): 0.00 kJ/mol

# 3
Density functional theory data (ωB97M-V with the def2-TZVPD basis set) for a cluster of 2 separate species, C9H14O3 in total at a distorted geometry.

Geometry (Å):
C -0.543 -1.170 1.636
C -0.636 -1.088 0.233
C -2.623 -1.689 1.014
C -3.987 -2.260 0.949
C 1.045 1.818 0.662
C 1.919 1.939 -1.733
C 2.452 -0.103 -0.454
C 0.199 0.454 -1.171
C 1.463 1.051 -0.625
O 0.342 -0.948 2.411
O -1.848 -1.735 2.022
O -1.926 -1.376 -0.102
H -4.634 -1.415 1.368
H -3.994 -3.070 1.687
H -4.283 -2.554 -0.123
H 1.769 2.645 0.745
H 1.210 1.415 1.673
H -0.024 2.214 0.541
H 2.700 2.681 -1.427
H 2.269 1.453 -2.738
H 0.997 2.544 -2.152
H 2.184 -0.789 0.407
H 3.579 0.177 -0.276
H 2.503 -0.901 -1.248
H -0.699 1.046 -1.420
H 0.568 -0.339 -1.880

Values from the calculation:
Multiplicity: 1
Energy relative to the best compared isomer or geometry (same formula, charge and spin): 424.12 kJ/mol

# 4
Density functional theory data (ωB97M-V with the def2-TZVPD basis set) for a cluster of 2 separate species, C9H14OS in total at a distorted geometry.

Geometry (Å):
C 0.320 1.930 -1.400
C 2.087 -1.163 -0.173
C 1.357 -2.092 -0.864
C 1.613 0.138 -0.183
C 0.594 0.515 -1.035
C 0.205 -1.785 -1.604
C -0.164 -0.451 -1.791
O 1.878 -3.367 -0.982
H 2.909 -1.506 0.426
H 2.120 0.920 0.401
H -0.438 -2.476 -2.131
H 1.336 -3.918 -1.537
H -0.493 1.919 -2.142
H 1.136 2.507 -1.885
H -1.138 -0.239 -2.221
H 0.007 2.603 -0.586
C -0.964 1.938 2.445
C -2.061 -0.514 1.533
S -2.476 0.993 2.487
H -0.937 2.768 1.729
H -0.710 2.546 3.355
H -0.090 1.316 2.278
H -2.853 -1.232 1.693
H -1.126 -1.057 1.717
H -2.111 -0.292 0.471

Values from the calculation:
Multiplicity: 2
Energy relative to the best compared isomer or geometry (same formula, charge and spin): 68.29 kJ/mol
Charge: +1

# 5
Density functional theory data (ωB97M-V with the def2-TZVPD basis set) for a cluster of 2 separate species, C9H14S in total at a distorted geometry.

Geometry (Å):
C 2.192 2.168 1.365
C 2.192 1.264 0.168
C 1.863 1.765 -1.061
C 1.745 0.782 -2.072
C 1.569 -0.534 -1.809
C 1.889 -1.089 -0.568
C 2.203 -0.167 0.388
H 2.729 1.698 2.225
H 1.368 2.265 1.924
H 2.812 3.026 1.080
H 1.735 2.811 -1.347
H 1.795 1.074 -3.087
H 1.343 -1.168 -2.662
H 1.844 -2.150 -0.571
H 2.200 -0.513 1.473
C -2.003 -1.749 1.095
S -2.764 -1.068 -0.396
C -4.537 -0.743 -0.176
H -2.298 -2.810 1.300
H -0.881 -1.725 0.952
H -2.160 -1.264 2.074
H -4.939 -1.124 0.846
H -5.091 -1.079 -1.031
H -4.807 0.330 -0.112

Values from the calculation:
SMILES string: Cc1ccccc1.CSC
Multiplicity: 1
Energy relative to the best compared isomer or geometry (same formula, charge and spin): 181.25 kJ/mol

# 6
Density functional theory data (ωB97M-V with the def2-TZVPD basis set) for a cluster of 2 separate species, C9H14S in total at a distorted geometry.

Geometry (Å):
C 0.558 1.423 1.154
C -0.854 0.967 0.872
C -1.190 0.187 -0.232
C -2.510 -0.191 -0.459
C -3.478 0.085 0.492
C -3.139 0.747 1.658
C -1.848 1.230 1.814
H 0.558 2.465 1.486
H 1.223 1.329 0.300
H 1.018 0.839 1.959
H -0.398 -0.099 -0.908
H -2.762 -0.749 -1.352
H -4.487 -0.254 0.291
H -3.869 0.910 2.437
H -1.628 1.913 2.631
C 2.066 -1.302 -0.551
C 3.195 -1.451 -1.548
S 2.712 -1.090 -3.243
H 1.287 -2.020 -0.815
H 1.549 -0.350 -0.605
H 2.287 -1.371 0.519
H 4.050 -0.850 -1.249
H 3.431 -2.518 -1.570
H 2.229 0.149 -3.078

Values from the calculation:
SMILES string: Cc1ccccc1.CCS
Multiplicity: 1
Energy relative to the best compared isomer or geometry (same formula, charge and spin): 23.24 kJ/mol

# 7
Density functional theory data (ωB97M-V with the def2-TZVPD basis set) for a cluster of 2 separate species, C9H14S in total at a distorted geometry.

Geometry (Å):
C -1.569 2.123 -0.589
C -0.798 1.045 -3.117
S -0.509 2.488 -1.964
H -1.114 1.325 0.040
H -1.685 3.042 -0.039
H -2.557 1.807 -0.969
H -0.157 0.141 -2.872
H -0.622 1.331 -4.171
H -1.878 0.575 -3.055
C 2.441 -0.111 2.253
C -1.118 -0.878 1.140
C -0.819 -1.772 0.072
C -0.063 -0.279 1.821
C 1.242 -0.471 1.377
C 0.426 -2.074 -0.326
C 1.480 -1.442 0.407
H -2.118 -0.550 1.405
H -1.818 -1.918 -0.402
H -0.199 0.343 2.656
H 0.772 -2.805 -1.069
H 2.527 -0.730 3.155
H 2.340 0.923 2.530
H 2.451 -1.672 -0.034
H 3.346 -0.441 1.748

Values from the calculation:
Multiplicity: 2
Energy relative to the best compared isomer or geometry (same formula, charge and spin): 126.30 kJ/mol
Charge: +1

# 8
Density functional theory data (ωB97M-V with the def2-TZVPD basis set) for an isolated molecule of C9H14Si at a distorted geometry.

Geometry (Å):
Si 4.146 0.265 0.545
C 2.720 -0.525 -0.452
C 1.429 -0.504 -0.512
C 0.378 -0.117 0.472
C -0.735 0.729 -0.305
C -1.345 -0.234 -1.370
C -2.433 -0.957 -0.968
C -3.037 -0.858 0.333
C -2.805 0.179 1.031
C -1.886 1.282 0.578
H 3.855 1.624 1.078
H 5.391 0.646 -0.231
H 4.573 -0.817 1.481
H 3.218 -1.052 -1.348
H 0.965 -0.978 -1.424
H -0.139 -1.133 0.726
H 0.566 0.512 1.272
H -0.220 1.407 -0.998
H -0.913 -0.246 -2.357
H -2.717 -1.738 -1.699
H -3.799 -1.707 0.607
H -3.297 0.357 2.047
H -2.440 2.066 0.013
H -1.473 1.796 1.481

Values from the calculation:
SMILES string: [SiH3]/C=C\C[C@H]1C=CC=CC1
Multiplicity: 1
Energy relative to the best compared isomer or geometry (same formula, charge and spin): 380.75 kJ/mol

# 9
Density functional theory data (ωB97M-V with the def2-TZVPD basis set) for a structure of composition C9H15AgO6 at a distorted geometry.

Geometry (Å):
O 0.207 2.651 1.552
C -0.828 2.969 0.990
C -1.376 2.172 -0.145
O -0.410 1.220 -0.517
C -0.701 0.370 -1.629
C -1.473 -0.860 -1.226
O -2.724 -0.483 -0.771
C -3.122 -1.092 0.437
H -1.610 2.854 -0.980
H -1.459 3.784 1.383
H -2.329 1.722 0.178
H 0.270 0.072 -2.042
H -1.241 0.949 -2.391
H -1.539 -1.539 -2.096
H -0.895 -1.438 -0.384
H -4.093 -0.670 0.718
H -3.214 -2.183 0.317
H -2.393 -0.863 1.231
O 3.040 1.617 -0.108
C 3.659 0.620 -0.703
C 3.211 -0.651 -0.673
O 1.937 -0.817 -0.105
C 1.734 -1.898 0.774
C 0.720 -1.466 1.791
O 0.642 -0.267 2.084
Ag 1.321 1.113 0.666
H 4.604 0.828 -1.223
H 3.644 -1.513 -1.176
H 2.663 -2.184 1.296
H 1.356 -2.784 0.238
H 0.399 -2.233 2.517

Values from the calculation:
Multiplicity: 2
Energy relative to the best compared isomer or geometry (same formula, charge and spin): 0.00 kJ/mol
Charge: +1

# 10
Density functional theory data (ωB97M-V with the def2-TZVPD basis set) for the ion C9H15BN3O2 with charge +1 at a distorted geometry.

Geometry (Å):
C 3.307 2.028 0.273
C 2.737 0.639 0.064
C 1.478 0.396 0.289
C 0.956 -0.898 0.392
C -0.402 -1.233 0.305
C -1.374 -0.199 0.159
C -1.245 1.099 -0.324
N -2.583 1.505 -0.475
C -3.468 0.503 -0.341
N -4.832 0.432 -0.272
N -2.684 -0.566 0.111
C -3.118 -1.855 0.487
B 3.889 -0.468 -0.389
O 3.948 -0.621 -1.722
O 4.665 -1.041 0.543
H 3.521 2.584 -0.680
H 4.227 1.938 0.780
H 2.621 2.485 0.878
H 0.881 1.271 0.664
H 1.634 -1.680 0.410
H -0.726 -2.233 0.342
H -0.377 1.702 -0.543
H -2.873 2.413 -0.983
H -5.172 -0.095 0.463
H -5.394 1.255 -0.348
H -4.020 -2.272 -0.114
H -2.337 -2.625 0.361
H -3.413 -2.087 1.447
H 4.821 -0.794 -1.989
H 5.336 -1.586 0.211

Values from the calculation:
SMILES string: C/C(=C/C=C\c1c[nH]c(=[NH2+])n1C)B(O)O
Multiplicity: 1
Energy relative to the best compared isomer or geometry (same formula, charge and spin): 0.00 kJ/mol
Charge: +1

Number 1: calculated total energy -501.78366 a.u.. Number 2: calculated total energy -577.01853 a.u.. Number 3: calculated total energy -576.85699 a.u.. Number 4: calculated total energy -824.41264 a.u.. Number 5: calculated total energy -749.44391 a.u.. Number 6: calculated total energy -749.50409 a.u.. Number 7: calculated total energy -749.15963 a.u.. Number 8: calculated total energy -640.69318 a.u.. Number 9: calculated total energy -949.89279 a.u.. Number 10: calculated total energy -691.34941 a.u..